Below is a structure of composition C20H45Br3FN4O2V in a non-equilibrium geometry, with properties calculated with ωB97M-V with the def2-TZVPD basis set.

Computed properties:
total charge = +1
gap between HOMO and LUMO (alpha / beta) = 0.223 / 0.225 Eh
total energy = -9924.12357 hartree
lowest unoccupied orbital energy (alpha / beta) = -2.790 / -2.789 eV
multiplicity = 2
E_HOMO (alpha / beta) = -8.86 / -8.90 eV

Positions of all 76 atoms, in Å:
H 3.828 -2.818 -6.492
C 3.983 -4.178 -4.755
H -3.834 2.744 0.877
O 1.186 1.469 1.770
C -2.119 3.256 -1.828
H -2.911 2.220 2.574
H 1.853 -1.018 0.631
H 3.940 -2.830 -0.755
C -0.819 0.059 3.681
C 2.448 -1.932 0.618
H -2.070 0.592 -1.306
F 3.783 0.658 2.129
H 3.277 -1.806 1.314
H 0.087 0.645 3.833
C 3.073 -2.169 -0.774
H 1.902 -4.512 -3.125
C -0.737 -1.427 4.139
H 0.425 -1.679 -1.310
H -2.958 2.840 4.215
H 0.752 -3.060 1.503
H -0.322 -2.503 5.626
C -4.199 5.811 -3.350
C -3.379 3.193 0.006
H 3.208 -1.273 -1.379
H 5.199 -2.531 -5.447
H -3.412 0.013 2.637
N 2.057 -3.095 -1.470
H -1.546 -1.923 3.603
C -3.729 4.403 -0.746
C -2.194 0.782 5.731
C 1.507 -3.938 -0.263
H -3.007 1.467 5.973
O -0.727 -1.641 5.505
C 2.710 -4.023 -2.580
H -4.324 0.536 3.956
H -4.706 5.052 -3.945
H -1.444 2.985 -2.626
H -0.711 1.396 -0.384
H 3.401 -4.975 -5.218
H -4.922 6.237 -2.655
C 4.590 -3.318 -5.893
C -2.336 2.306 3.496
H 5.184 -3.891 -6.604
H 0.198 -1.869 3.794
H 2.280 -3.832 1.776
H 0.435 -4.133 -0.307
H 1.950 -4.933 -0.233
H -3.349 -0.979 4.157
Br 0.509 4.594 1.002
H -4.329 5.292 -0.619
V 2.477 2.461 1.715
N -2.140 0.811 4.137
H 4.755 -4.742 -4.233
H 1.193 -1.835 -2.989
H -2.515 6.429 -2.298
H 3.439 -4.733 -2.190
H -1.242 1.258 5.968
C -1.787 1.258 -0.490
Br 2.779 1.785 -1.075
H 2.889 -2.461 -4.112
H -4.032 6.735 -3.904
C 3.460 -3.280 -3.674
H -2.012 5.328 -3.495
H -0.983 0.024 2.604
C -2.812 5.494 -2.772
H -2.372 -0.215 6.132
N -2.430 2.525 -0.702
H 0.019 -2.939 -2.394
Br 4.706 4.078 1.828
C -3.391 0.022 3.727
C 0.860 -2.324 -2.073
H 4.230 -2.747 -3.117
N -2.852 4.423 -1.816
H -2.263 0.739 0.341
C 1.742 -3.199 1.070
H -1.398 2.837 3.332

Below is a structure of composition C20H45F3GaIN5O7, with properties calculated with ωB97M-V with the def2-TZVPD basis set.

Computed properties:
total charge = -1
gap between HOMO and LUMO = 0.237 Eh
total energy = -4111.66515 hartree
lowest unoccupied orbital energy = 1.453 eV
multiplicity = 1
E_HOMO = -5.00 eV

Positions of all 82 atoms, in Å:
H 4.124 6.607 4.455
H 5.669 3.223 4.634
C 6.216 6.149 5.872
C 3.543 -1.332 3.335
H -5.327 -0.053 -3.062
C 5.537 3.749 5.581
H 2.311 -0.616 6.760
C -5.468 0.424 -9.739
H -2.366 -2.378 -7.637
H -3.572 2.510 -11.460
H 3.860 -5.324 3.531
H -5.717 2.662 -8.576
C -0.684 0.387 4.239
H 7.577 -5.203 3.580
C -5.040 2.811 -9.415
H 4.724 -5.614 2.019
C 4.842 -5.306 3.059
I -2.510 0.177 3.109
H -5.465 3.567 -10.078
H -5.800 -2.777 -6.223
C 2.753 0.766 4.089
H -3.908 0.392 -6.704
O -5.409 0.325 1.144
H 5.240 -4.300 3.098
H -3.435 1.546 -0.277
H 7.227 5.990 5.487
H 3.178 1.746 3.852
H -4.984 2.251 -0.741
H 7.519 -6.468 4.821
O 3.874 -0.185 3.869
H 5.890 7.151 5.591
F 4.641 -2.120 3.272
O 3.442 4.711 4.143
C 0.228 1.558 6.309
N -4.831 0.180 -1.041
H -0.119 -0.538 4.144
Ga 2.100 0.806 6.027
H -6.106 0.556 -8.848
H 4.686 3.292 6.095
C 6.952 -5.670 4.344
C -5.378 -0.289 0.095
H -3.764 -2.208 -8.727
C -4.803 -0.584 -2.277
N 5.306 5.171 5.332
C -3.985 1.519 -11.286
H -3.769 -0.751 -2.586
O 4.456 -8.037 3.340
F 3.079 -1.235 2.056
N 5.749 -6.212 3.750
C -3.230 -1.760 -7.889
H -3.839 1.736 -2.001
H -4.422 -2.943 -5.131
H 0.065 1.555 7.396
H -5.791 -1.308 -0.010
H 0.144 2.605 5.992
C 4.228 5.515 4.596
C -4.237 1.505 -1.015
O 3.300 2.012 6.890
H -4.374 -3.707 -6.736
O -5.346 -0.652 -10.294
O -5.150 -0.290 -5.245
H -2.883 -0.772 -8.184
H 6.702 -4.918 5.095
H 6.246 6.085 6.963
H -1.205 -0.111 6.284
H -1.848 1.403 5.701
F 2.601 -2.027 4.006
N -4.117 -1.642 -6.748
C -4.712 -2.838 -6.177
C -0.948 0.774 5.692
C 5.446 -7.520 3.822
H 6.437 3.639 6.185
H -5.283 -1.548 -2.116
H 6.205 -8.106 4.372
H -4.085 3.178 -9.032
H 2.967 2.208 7.771
H -0.167 1.208 3.742
C -4.411 -0.452 -6.200
N -4.855 1.561 -10.123
H -3.171 0.811 -11.126
H -4.542 1.198 -12.165
H 1.993 0.573 3.329

Below is a structure of composition C20H45N2OP3STc in a non-equilibrium geometry, with properties calculated with ωB97M-V with the def2-TZVPD basis set.

Computed properties:
total charge = +4
gap between HOMO and LUMO (alpha / beta) = 0.243 / 0.232 Eh
total energy = -2475.34242 hartree
lowest unoccupied orbital energy (alpha / beta) = -13.824 / -13.976 eV
multiplicity = 4
E_HOMO (alpha / beta) = -20.44 / -20.30 eV

Positions of all 73 atoms, in Å:
H -3.534 -0.547 1.421
H -3.502 1.142 -0.397
H 1.909 -0.672 4.396
H -1.198 -3.444 -2.385
H 3.594 -0.543 5.926
H -0.584 -0.431 -2.743
H -0.120 2.900 4.105
H 0.165 -3.691 -7.835
H -0.787 -2.518 -0.911
H -3.292 2.107 -1.886
P -1.179 1.283 -1.150
C -0.867 -1.887 -5.130
H 2.532 -0.523 -0.924
H -1.090 3.899 0.422
C -1.246 -4.268 -4.769
C -0.756 -2.843 0.133
H 0.524 2.277 -2.611
H -1.881 -2.846 2.958
P -0.492 1.979 1.873
H -0.583 4.389 2.055
S 1.903 -1.019 1.744
H -1.622 -5.061 -4.113
H -1.119 2.855 -3.003
Tc 0.172 0.303 0.459
H 0.041 -1.321 -6.990
H -3.333 -1.258 -0.207
H -1.282 -1.272 3.566
H -2.239 -0.696 -2.166
H -0.124 -2.493 2.981
C 4.407 1.983 2.833
O -1.342 -2.655 -2.946
H 2.705 1.537 0.417
H -2.920 2.834 -0.300
H 3.726 2.434 3.564
H -1.917 0.603 -3.343
C -1.121 -2.063 2.824
H 1.425 2.619 3.261
H -3.487 -2.322 1.218
C -1.518 0.073 -2.469
C 1.762 0.250 -1.087
C -3.076 -1.369 0.855
C -0.267 -3.481 -6.852
H 5.373 1.771 3.305
H 0.638 3.886 0.860
C -0.428 2.614 -2.183
C 3.688 0.206 5.135
N 2.680 -0.064 4.115
C 2.889 -0.011 2.786
H -2.348 2.696 3.227
H -0.800 -5.541 -6.433
C -0.325 -2.162 -6.388
C -1.201 -2.949 -4.283
C -0.377 3.694 1.229
H 3.509 1.186 5.588
H -2.376 0.929 3.021
H 1.473 0.330 -2.148
C 0.423 2.203 3.447
H 0.536 1.250 3.979
H 4.700 0.154 4.725
H 4.065 0.537 1.283
H -1.447 -3.682 0.290
H -0.246 3.519 -1.590
C -2.884 1.906 -0.885
N 3.848 0.759 2.255
H 0.267 -3.161 0.363
H 4.571 2.707 2.028
C -0.774 -4.518 -6.052
P -1.265 -1.409 1.134
C 1.871 1.466 -0.298
H -0.952 -0.865 -4.751
C -2.204 1.881 2.506
H -2.947 1.989 1.710
H 1.653 2.437 -0.768

Below is a cluster of 7 separate species, C20H45N3O4S4 in total in a non-equilibrium geometry, with properties calculated with ωB97M-V with the def2-TZVPD basis set.

Computed properties:
total charge = 0
gap between HOMO and LUMO = 0.329 Eh
total energy = -2846.82801 hartree
lowest unoccupied orbital energy = 0.231 eV
multiplicity = 1
E_HOMO = -8.71 eV

Positions of all 76 atoms, in Å:
H 3.328 -1.133 2.820
H 0.537 4.088 4.703
H -2.603 1.717 2.459
H -4.676 -1.955 0.907
C 2.525 -2.982 -2.953
S -0.284 1.130 -1.292
N 1.861 2.999 1.850
H 1.213 -3.068 -1.331
H 1.359 -0.619 -1.777
H -2.066 -0.365 2.444
H 4.776 3.608 -0.631
H 1.996 1.034 -1.512
H -4.978 1.163 -4.522
O -0.315 0.580 0.119
H 4.716 -2.283 -1.120
H -1.627 2.711 1.372
H -7.007 -0.957 -1.798
H -3.500 -0.671 0.469
C 2.194 0.391 1.753
N -3.069 -2.679 -1.747
H 0.264 4.443 3.130
S -6.978 -0.033 -4.109
C 2.988 -0.111 2.978
H 1.453 -0.431 4.466
O -7.023 -0.613 -5.496
C 2.325 0.212 4.333
H -1.654 -2.240 1.438
H -3.586 -0.860 3.199
C -3.641 -1.742 0.647
C -0.294 4.074 3.995
O 3.449 2.045 -3.591
H -2.729 3.358 2.624
H 1.752 -4.636 -1.834
H -8.130 -1.787 -2.894
C 1.240 0.435 -2.015
H 2.999 0.066 5.176
C -1.963 2.607 2.399
H -2.383 0.136 -1.770
H -2.975 -3.217 2.150
H 1.203 -0.060 1.774
C -7.164 -1.287 -2.825
H 3.926 0.453 2.908
H 1.954 1.233 4.408
C -2.600 -1.211 2.880
C -5.259 0.444 -3.756
C 3.119 -3.673 -0.585
H 3.835 -4.472 -0.799
H 2.695 -3.941 0.383
H -1.508 0.333 -3.244
H 6.282 1.775 -1.440
H 3.344 2.623 -0.524
H 6.064 0.693 -2.811
S -0.817 2.324 3.742
H 3.444 4.203 -1.554
C -2.702 -2.244 1.746
H -4.540 -0.375 -3.749
H -6.434 -2.096 -2.945
H -1.140 4.704 4.252
C 3.893 3.282 -1.189
C 5.533 1.272 -2.061
C 2.008 1.862 1.834
H 2.693 0.199 0.805
C 3.906 -2.378 -0.392
H 1.238 0.598 -3.090
N 2.902 -2.473 -3.909
H 4.981 0.660 -1.347
H 3.231 -1.527 -0.495
C 2.089 -3.607 -1.702
H 4.472 -2.315 0.540
C -3.347 -2.261 -0.714
H -2.073 -1.580 3.756
H -1.081 -1.042 -2.185
H -5.305 0.938 -2.784
O -1.492 1.921 5.025
C -1.397 -0.005 -2.211
S 4.552 2.615 -2.782

Below is a structure of composition C20H46AsBrCrN4Si3 in a non-equilibrium geometry, with properties calculated with ωB97M-V with the def2-TZVPD basis set.

Computed properties:
total charge = +3
gap between HOMO and LUMO (alpha / beta) = 0.222 / 0.285 Eh
total energy = -7730.60232 hartree
lowest unoccupied orbital energy (alpha / beta) = -11.314 / -9.676 eV
multiplicity = 4
E_HOMO (alpha / beta) = -17.36 / -17.42 eV

Positions of all 76 atoms, in Å:
Si 2.168 -2.073 -1.063
H 1.002 -4.244 -1.336
H 3.989 -2.861 0.421
H -3.068 2.152 -0.415
H 1.761 -2.571 -3.487
Si 2.419 -0.236 2.358
C 1.751 -1.804 3.130
H 4.045 2.570 0.931
H 1.367 2.899 -2.923
N -1.823 0.241 2.293
C 3.996 2.552 -0.160
C -2.673 -0.938 2.721
H 4.646 -0.764 1.304
C -4.381 -0.822 0.213
H -3.682 -0.573 2.988
H 2.713 1.213 4.353
H -2.263 -1.396 3.656
H -0.941 0.122 2.794
H 1.310 -1.558 4.101
H 1.147 -0.952 -3.047
H -0.061 -3.052 -0.511
C -2.714 -2.027 1.673
H -1.743 -2.499 1.574
H 2.900 -1.237 -3.273
Cr -1.356 0.131 0.123
H 2.567 -2.522 3.288
C 1.945 -1.666 -2.888
H -4.887 -0.919 1.174
H -3.443 -2.808 1.955
C -1.520 1.221 -4.158
H 4.688 1.804 -0.544
C -1.886 -1.142 -4.158
C -1.687 -1.133 -2.762
H -1.926 -2.111 -4.659
H -5.312 1.127 -0.036
H -1.597 -2.069 -2.216
H 3.109 2.564 -2.964
H -4.469 1.662 1.905
C 0.977 -3.456 -0.570
H -1.172 2.078 -2.173
C -4.372 0.586 -0.307
H 0.951 0.921 4.040
C -3.448 1.987 1.611
H 0.979 -2.318 2.544
H 1.968 1.200 -3.014
H -1.543 2.293 2.650
As 1.323 0.035 0.109
H -3.446 3.083 1.492
H 1.847 2.079 3.008
H 4.321 3.508 -0.588
C 1.070 3.507 -0.081
C 3.892 -2.665 -0.681
N -1.543 0.013 -2.056
H 4.602 -0.793 3.069
C -1.403 1.155 -2.766
H -2.837 1.555 3.625
H 4.174 -3.574 -1.214
H 4.679 0.759 2.188
Br -2.071 0.159 -6.710
H -4.976 -1.458 -0.481
C -1.843 0.070 -4.876
C 1.937 1.127 3.544
H -1.463 2.215 -4.593
H -4.264 0.554 -1.416
H 4.639 -1.860 -0.908
H -2.895 -2.151 -0.364
Si 2.256 2.199 -0.727
N -2.990 -1.387 0.331
C 4.282 -0.252 2.194
C 2.120 2.197 -2.572
H 1.579 4.472 -0.046
H 0.685 3.240 0.902
N -3.179 1.367 0.230
H 0.214 3.573 -0.761
H 1.255 -3.874 0.388
C -2.396 1.573 2.622

Below is a structure of composition C20H46AsN3RuSSi3, with properties calculated with ωB97M-V with the def2-TZVPD basis set.

Computed properties:
total charge = +3
gap between HOMO and LUMO (alpha / beta) = 0.295 / 0.232 Eh
total energy = -4550.45275 hartree
lowest unoccupied orbital energy (alpha / beta) = -9.703 / -11.328 eV
multiplicity = 2
relative energy (zero: lowest compared OMol25 entry of this formula, charge and spin) = 0.210 eV
E_HOMO (alpha / beta) = -17.73 / -17.65 eV

Positions of all 75 atoms, in Å:
C -1.758 -1.036 3.735
H -2.761 -2.553 1.271
H 3.464 2.762 0.577
H 0.037 0.410 -4.614
H -2.796 -1.436 -0.098
H -2.239 4.423 -2.543
C -2.413 0.064 -2.284
H 3.275 1.709 3.547
H -1.547 -2.105 3.749
H -0.994 3.193 -0.031
H 3.940 -2.091 -3.090
H -3.132 3.728 -1.181
Si 1.382 -2.400 1.704
C -2.583 1.385 2.109
H -2.313 2.053 1.294
C 0.320 -3.881 1.254
H -2.729 -0.896 4.222
Si -1.920 -0.352 2.023
C -0.591 0.617 -3.757
C 0.312 4.185 -1.426
H 0.336 4.485 -2.476
H -0.134 2.712 2.890
H -2.829 -0.889 -5.149
H -2.644 -2.088 -3.895
H 0.313 3.588 1.413
H 2.030 -3.388 3.755
H 2.156 -1.653 3.971
H 0.581 -2.452 4.078
H 0.109 -4.104 0.207
H 1.956 0.667 4.058
H 3.181 -2.047 -0.047
C 0.691 2.981 2.232
H -2.747 1.378 -0.622
N 3.140 -2.668 -2.868
C -2.951 -1.518 0.979
H -2.249 1.856 3.034
H -4.011 -1.327 1.170
H -2.166 5.182 -0.955
H -0.635 -3.837 1.781
C -2.119 -1.287 -4.419
H 3.777 -1.905 1.595
H 0.331 5.102 -0.838
H -3.245 -0.576 -2.016
H 3.235 -3.661 -3.030
C -2.131 1.188 -1.490
H 3.646 1.036 0.264
C -0.953 3.403 -1.103
H 1.367 3.617 2.815
N -0.225 -2.323 -1.676
C -1.706 -0.184 -3.500
C 3.088 -2.459 0.954
H 3.436 -3.496 0.940
Si 1.727 1.529 1.735
H -1.277 -1.689 -4.983
H 3.258 0.033 3.022
Ru -0.278 -0.199 -1.532
C -1.064 2.082 -1.816
C 1.530 -2.433 3.549
C -2.205 4.224 -1.471
H 1.224 3.632 -1.198
H -0.932 -2.600 -2.361
H 0.847 -4.762 1.635
H -1.016 -0.514 4.340
C 2.916 1.843 0.343
H -3.675 1.334 2.158
H -0.487 -2.731 -0.775
S 1.980 -0.426 -2.107
C 2.046 -2.116 -2.389
C 2.620 0.892 3.224
H 2.450 1.985 -0.631
N 1.007 -2.896 -2.067
H 1.037 -3.903 -2.166
C -0.227 1.676 -2.873
H 0.658 2.258 -3.098
As 0.282 -0.335 0.950